## one
The following is a DFT calculation (the ωB97M-V functional and the def2-TZVPD basis) of CH3ClOS2 in the gas phase.

Geometry (Å):
C: 0.287 0.248 1.211
O: -1.536 -0.059 -0.998
S: 1.263 0.742 -0.207
S: -0.437 0.224 -1.882
Cl: 0.138 -1.660 -2.552
H: 0.534 0.831 2.043
H: 0.468 -0.738 1.392
H: -0.716 0.412 0.994

Output
HOMO level, eV: -9.38
Frontier orbital gap, eV: 8.35
E_LUMO, eV: -1.03

Löwdin atomic charges, in units of e: -0.475, -0.624, 0.516, 0.416, 0.152, 0.023, 0.000, -0.007

## two
The following is a DFT calculation (the ωB97M-V functional and the def2-TZVPD basis) of CH3ClOS2 in the gas phase.

Geometry (Å):
C: -0.170 -0.292 -0.306
O: 0.881 -2.452 1.531
S: 0.846 -1.521 -1.213
S: 1.526 -2.758 0.285
Cl: 3.749 -1.816 0.524
H: -0.592 0.441 -1.096
H: 0.552 0.276 0.322
H: -0.882 -0.714 0.304

Output
HOMO level, eV: -9.89
Frontier orbital gap, eV: 8.52
E_LUMO, eV: -1.36

Löwdin atomic charges, in units of e: -0.405, -0.562, 0.520, 0.421, -0.098, 0.080, 0.052, -0.006

Which structure is the least stable? The one labeled one.

## one
The following is a DFT calculation (the ωB97M-V functional and the def2-TZVPD basis) of 3 unconnected molecules or ions with the total composition C6H16O2.

Geometry (Å):
C: -2.082 -0.677 1.881
C: -1.816 0.608 1.120
C: -0.612 1.105 0.876
C: -0.435 2.315 -0.074
C: 0.647 1.973 -1.152
C: 0.221 0.961 -2.166
H: -2.819 -1.351 1.467
H: -2.563 -0.515 2.867
H: -1.149 -1.188 2.091
H: -2.701 0.857 0.529
H: 0.414 0.883 1.127
H: -1.371 2.644 -0.516
H: 0.069 3.027 0.568
H: 1.064 2.871 -1.600
H: 1.529 1.653 -0.563
H: 0.005 -0.061 -1.880
H: 0.963 0.726 -2.952
H: -0.677 1.229 -2.733
O: 1.176 -0.444 3.911
H: 0.641 -1.248 3.943
H: 0.408 0.142 3.828
O: 2.692 -5.156 -3.718
H: 3.122 -5.918 -3.350
H: 3.274 -4.435 -3.503

Output
HOMO level, eV: -9.30
Frontier orbital gap, eV: 10.16
Structure (SMILES): C/C=C/CCC.O.O
E_LUMO, eV: 0.86

Löwdin atomic charges, in units of e: -0.118, -0.160, -0.122, -0.198, -0.274, -0.131, 0.062, 0.073, 0.053, 0.105, 0.104, 0.104, 0.098, 0.099, 0.104, 0.065, 0.073, 0.075, -0.067, 0.029, 0.027, -0.045, 0.021, 0.024

## two
The following is a DFT calculation (the ωB97M-V functional and the def2-TZVPD basis) of 3 unconnected molecules or ions with the total composition C6H16O2.

Geometry (Å):
C: 0.194 -1.480 0.984
C: 0.002 -0.304 0.375
C: -1.274 0.457 0.128
C: 1.234 0.340 -0.329
C: 1.187 1.856 -0.497
C: 1.084 2.640 0.818
H: -0.553 -2.030 1.522
H: 1.190 -1.822 1.232
H: -1.374 0.806 -0.937
H: -2.191 -0.058 0.381
H: -1.326 1.349 0.750
H: 1.390 -0.250 -1.257
H: 2.103 0.061 0.287
H: 0.535 2.284 -1.266
H: 2.162 2.112 -1.027
H: 0.078 2.574 1.245
H: 1.212 3.731 0.793
H: 1.667 2.205 1.618
O: 0.026 -2.311 -2.611
H: -0.822 -2.746 -2.408
H: 0.414 -2.752 -1.829
O: -2.640 -2.343 0.898
H: -1.839 -2.818 0.661
H: -2.459 -1.500 0.467

Output
HOMO level, eV: -9.58
Frontier orbital gap, eV: 10.09
Structure (SMILES): C=C(C)CCC.O.O
E_LUMO, eV: 0.50

Löwdin atomic charges, in units of e: 0.019, -0.318, -0.048, -0.183, -0.270, -0.108, 0.039, 0.066, 0.115, 0.049, 0.071, 0.115, 0.110, 0.100, 0.119, 0.048, 0.076, 0.071, -0.073, 0.039, 0.036, -0.067, 0.010, -0.019

## three
The following is a DFT calculation (the ωB97M-V functional and the def2-TZVPD basis) of 2 unconnected molecules or ions with the total composition C6H16O2.

Geometry (Å):
C: -0.790 -1.761 1.343
C: 0.071 -0.856 0.508
C: 1.375 -1.547 0.084
C: -0.684 -0.427 -0.851
C: -0.392 0.987 -1.277
C: -0.789 2.065 -0.256
O: -2.111 2.510 -0.328
H: -0.671 -1.624 2.431
H: -0.580 -2.824 1.215
H: -1.825 -1.636 1.003
H: 0.287 0.103 1.005
H: 1.884 -1.927 0.981
H: 1.937 -1.051 -0.674
H: 1.183 -2.559 -0.396
H: -1.762 -0.610 -0.648
H: -0.427 -1.164 -1.581
H: 0.605 1.100 -1.716
H: -0.984 1.283 -2.200
H: -0.643 1.666 0.781
H: -0.125 3.040 -0.129
H: -2.540 2.127 -1.102
O: 2.286 1.098 1.010
H: 3.074 0.866 0.504
H: 1.621 1.142 0.293

Output
HOMO level, eV: -9.95
Frontier orbital gap, eV: 10.71
Structure (SMILES): CC(C)CCCO.O
E_LUMO, eV: 0.75

Löwdin atomic charges, in units of e: -0.077, -0.416, -0.106, -0.167, -0.199, -0.301, -0.066, 0.087, 0.074, 0.070, 0.081, 0.086, 0.057, 0.095, 0.110, 0.099, 0.110, 0.128, 0.105, 0.151, 0.082, -0.059, 0.048, 0.005

Which structure is the least stable? The one labeled two.

## one
The following is a DFT calculation (the ωB97M-V functional and the def2-TZVPD basis) of 2 unconnected molecules or ions with the total composition C6H16O2.

Geometry (Å):
C: -0.174 -1.961 -1.114
C: 0.771 -0.781 -0.876
C: 0.054 0.390 -0.145
C: -0.565 -0.005 1.210
C: 0.813 1.723 -0.167
C: 0.610 2.518 -1.443
O: 1.804 3.034 -2.033
H: -1.202 -1.593 -1.087
H: 0.021 -2.805 -0.465
H: -0.152 -2.284 -2.161
H: 1.624 -1.028 -0.244
H: 1.191 -0.410 -1.814
H: -0.831 0.566 -0.780
H: -1.576 0.405 1.267
H: -0.068 0.461 2.061
H: -0.641 -1.086 1.232
H: 1.846 1.623 0.189
H: 0.417 2.317 0.675
H: 0.220 1.857 -2.213
H: 0.000 3.383 -1.178
H: 2.363 3.538 -1.433
O: -1.976 -3.010 3.348
H: -2.510 -3.641 2.863
H: -2.039 -3.212 4.306

Output
HOMO level, eV: -9.98
Frontier orbital gap, eV: 10.75
Structure (SMILES): CC[C@@H](C)CCO.O
E_LUMO, eV: 0.77

Löwdin atomic charges, in units of e: -0.109, -0.221, -0.402, -0.059, -0.174, -0.250, -0.085, 0.073, 0.069, 0.069, 0.109, 0.106, 0.119, 0.079, 0.074, 0.058, 0.122, 0.107, 0.116, 0.115, 0.079, -0.071, 0.026, 0.049

## two
The following is a DFT calculation (the ωB97M-V functional and the def2-TZVPD basis) of 2 unconnected molecules or ions with the total composition C6H16O2.

Geometry (Å):
C: 1.065 1.963 -1.214
C: 0.500 0.582 -0.809
C: 1.623 -0.355 -0.204
C: -0.738 0.868 0.101
C: -0.507 0.225 1.514
C: -1.707 0.393 2.394
O: -2.807 -0.464 2.309
H: 2.102 1.808 -1.485
H: 1.082 2.561 -0.256
H: 0.529 2.410 -2.011
H: 0.168 0.112 -1.718
H: 1.233 -1.383 0.054
H: 2.436 -0.094 0.439
H: 2.332 -0.626 -1.053
H: -1.740 0.586 -0.227
H: -1.003 1.944 0.169
H: -0.352 -0.892 1.335
H: 0.412 0.580 1.989
H: -1.621 0.576 3.463
H: -2.137 1.363 2.069
H: -2.886 -1.266 1.794
O: 0.790 -3.433 -3.198
H: -0.115 -3.621 -2.932
H: 1.341 -3.839 -2.523

Output
HOMO level, eV: -9.66
Frontier orbital gap, eV: 10.25
Structure (SMILES): CC(C)CCCO.O
E_LUMO, eV: 0.60

Löwdin atomic charges, in units of e: -0.083, -0.380, -0.103, -0.179, -0.188, -0.305, -0.071, 0.063, 0.097, 0.062, 0.112, 0.077, 0.058, 0.084, 0.106, 0.106, 0.120, 0.116, 0.114, 0.111, 0.084, -0.061, 0.031, 0.029

Which structure is the least stable? The one labeled two.

## one
The following is a DFT calculation (the ωB97M-V functional and the def2-TZVPD basis) of C9H15PS in the gas phase.

Geometry (Å):
C: 2.691 -0.254 1.342
P: 2.141 0.173 -0.342
C: 2.240 2.084 -0.077
S: 2.891 -0.807 -1.792
C: 0.284 0.140 -0.286
C: -0.470 -1.028 -1.062
C: -1.725 -0.931 -1.838
C: -2.853 -0.526 -1.323
C: -2.808 0.216 0.033
C: -1.730 -0.397 1.049
C: -0.473 -0.927 0.424
H: 2.265 -1.188 1.849
H: 3.805 -0.589 1.281
H: 2.582 0.690 1.977
H: 3.211 2.281 0.503
H: 2.119 2.591 -0.948
H: 1.544 2.295 0.761
H: -0.232 1.066 -0.205
H: 0.230 -1.823 -1.375
H: -1.803 -1.575 -2.788
H: -3.851 -0.564 -1.841
H: -3.760 0.217 0.427
H: -2.496 1.324 -0.079
H: -1.649 0.398 1.766
H: -2.188 -1.168 1.708
H: 0.035 -1.699 0.834

Output
HOMO level, eV: -8.70
Frontier orbital gap, eV: 9.38
Structure (SMILES): CP(C)(=S)[C@H]1[C@@H]2C=CCC[C@@H]21
E_LUMO, eV: 0.68

Löwdin atomic charges, in units of e: -0.275, 0.286, -0.201, 0.220, -0.289, -0.211, -0.098, -0.107, -0.149, -0.139, -0.278, 0.064, 0.073, 0.055, 0.066, -0.007, 0.047, 0.091, 0.108, 0.131, 0.114, 0.060, 0.130, 0.094, 0.116, 0.099

## two
The following is a DFT calculation (the ωB97M-V functional and the def2-TZVPD basis) of C9H15PS in the gas phase.

Geometry (Å):
C: 3.651 0.756 0.109
C: 2.250 0.362 0.075
S: 2.123 -1.324 -0.355
C: 0.420 -1.329 -0.397
C: -0.159 -2.707 -0.716
C: -0.077 -0.088 -0.080
P: -1.769 0.715 -0.147
C: -2.504 0.074 1.388
C: -2.747 -0.311 -1.410
C: 1.017 0.887 0.286
C: 0.903 2.315 0.717
H: 4.304 0.164 -0.457
H: 3.830 1.762 0.093
H: 3.951 0.676 1.126
H: 0.595 -3.173 -1.349
H: -0.472 -3.156 0.121
H: -1.072 -2.419 -1.270
H: -3.512 0.494 1.597
H: -1.770 0.431 2.061
H: -2.519 -0.974 1.285
H: -3.566 0.345 -1.625
H: -3.181 -1.358 -1.134
H: -2.259 -0.409 -2.369
H: 1.102 3.042 -0.082
H: -0.086 2.581 1.029
H: 1.548 2.643 1.505

Output
HOMO level, eV: -8.15
Frontier orbital gap, eV: 9.05
Structure (SMILES): Cc1sc(C)c(P(C)C)c1C
E_LUMO, eV: 0.90

Löwdin atomic charges, in units of e: -0.119, -0.528, 1.079, -0.586, -0.083, -0.366, 0.916, -0.304, -0.318, -0.318, -0.081, 0.057, 0.053, 0.081, 0.067, 0.031, 0.065, 0.054, 0.010, 0.012, -0.006, 0.069, 0.018, 0.091, 0.032, 0.071

Which structure is the least stable? The one labeled one.